(P)
DFT (the ωB97M-V functional and the def2-TZVPD basis) results for a cluster of 9 separate species, C27H69N3O9 in total.

```
108
Properties=species:S:1:pos:R:3
C -15.05 13.51 -19.56
C -13.62 13.31 -19.83
C -13.23 11.82 -20.04
C -13.33 14.03 -21.27
C -11.86 14.47 -21.29
C -11.43 15.25 -20.10
C -11.56 14.56 -18.71
C -10.23 13.66 -18.48
C -11.56 15.73 -17.65
N -12.88 13.85 -18.69
O -13.10 13.13 -17.45
H -15.38 12.80 -18.81
H -15.47 14.47 -19.24
H -15.57 13.22 -20.48
H -12.16 11.62 -20.09
H -13.53 11.08 -19.30
H -13.74 11.43 -20.92
H -13.42 13.26 -22.04
H -14.14 14.74 -21.43
H -11.21 13.61 -21.44
H -11.78 15.15 -22.14
H -11.81 16.27 -20.08
H -10.35 15.40 -20.22
H -10.06 13.09 -19.39
H -10.11 12.95 -17.66
H -9.47 14.43 -18.36
H -11.45 15.36 -16.63
H -12.57 16.13 -17.67
H -10.86 16.56 -17.79
H -12.39 12.49 -17.54
C -17.10 19.90 -15.07
C -15.75 19.30 -14.51
C -16.04 19.13 -12.99
C -15.53 17.94 -15.20
C -14.15 17.38 -15.11
C -13.03 18.46 -15.34
C -13.22 19.96 -14.72
C -12.60 20.02 -13.30
C -12.35 20.90 -15.66
N -14.67 20.25 -14.81
O -14.99 21.59 -14.35
H -17.02 20.31 -16.08
H -17.94 19.20 -15.14
H -17.43 20.78 -14.53
H -15.24 18.89 -12.30
H -16.29 20.12 -12.60
H -16.79 18.38 -12.76
H -16.23 17.15 -14.92
H -15.81 17.98 -16.26
H -14.10 16.90 -14.13
H -14.11 16.58 -15.84
H -12.55 18.38 -16.31
H -12.17 18.11 -14.76
H -12.60 21.03 -12.89
H -11.54 19.76 -13.25
H -13.14 19.35 -12.63
H -11.29 20.65 -15.58
H -12.52 21.94 -15.40
H -12.58 20.74 -16.71
H -15.37 21.99 -15.13
C -20.22 17.04 -17.60
C -20.19 18.14 -18.69
C -19.38 19.44 -18.20
C -19.48 17.45 -19.97
C -20.01 17.83 -21.40
C -20.71 19.30 -21.33
C -21.85 19.29 -20.30
C -22.23 20.79 -20.02
C -23.01 18.52 -21.05
N -21.63 18.55 -19.02
O -22.36 18.99 -17.92
H -20.80 16.22 -18.02
H -19.19 16.91 -17.29
H -20.62 17.53 -16.71
H -19.00 20.02 -19.04
H -20.12 20.13 -17.79
H -18.62 19.40 -17.42
H -18.40 17.56 -20.05
H -19.56 16.39 -19.75
H -19.15 17.70 -22.06
H -20.62 17.03 -21.79
H -21.10 19.35 -22.35
H -20.02 20.12 -21.13
H -22.95 20.98 -19.22
H -22.15 21.47 -20.86
H -21.35 21.05 -19.42
H -23.30 18.79 -22.06
H -23.91 18.50 -20.43
H -22.71 17.48 -21.15
H -23.14 18.44 -17.98
O -18.89 13.10 -16.10
H -18.41 12.39 -15.68
H -19.70 12.70 -16.40
O -18.77 14.70 -13.60
H -18.84 14.29 -14.47
H -17.98 15.23 -13.66
O -17.38 11.10 -17.76
H -17.26 11.94 -17.32
H -18.22 11.18 -18.21
O -17.28 15.14 -16.85
H -16.59 14.51 -16.61
H -18.09 14.71 -16.59
O -18.36 14.30 -19.58
H -18.13 14.77 -18.78
H -19.26 14.00 -19.43
O -15.43 13.11 -16.20
H -14.63 13.02 -16.71
H -15.23 12.71 -15.35
```

**E_HOMO**: -0.29538 hartree
**SMILES**: CC1(C)CCCC(C)(C)N1O.CC1(C)CCCC(C)(C)N1O.CC1(C)CCCC(C)(C)N1O.O.O.O.O.O.O
**HOMO-LUMO gap**: 8.01 eV
**2S+1**: 1
**E_LUMO**: -0.028 eV
**Net charge**: 0

(Q)
DFT (the ωB97M-V functional and the def2-TZVPD basis) results for a cluster of 6 separate species, C27H69N3O9 in total.

```
108
Properties=species:S:1:pos:R:3
C 8.90 -4.61 19.36
O 10.25 -4.76 19.02
C 11.14 -4.49 20.06
C 11.04 -5.70 21.10
N 11.30 -7.03 20.53
C 12.26 -7.79 21.38
C 12.71 -9.16 20.66
O 13.58 -9.87 21.44
C 14.69 -9.29 22.03
H 8.70 -3.54 19.39
H 8.64 -5.18 20.25
H 8.34 -5.10 18.57
H 10.96 -3.52 20.54
H 12.17 -4.38 19.73
H 10.10 -5.70 21.65
H 11.67 -5.49 21.96
H 11.59 -6.92 19.56
H 11.91 -7.96 22.39
H 13.06 -7.05 21.49
H 13.17 -8.92 19.70
H 11.86 -9.82 20.51
H 15.15 -8.51 21.42
H 15.45 -10.06 22.05
H 14.56 -8.93 23.05
C 7.96 4.13 16.34
O 8.22 4.53 14.99
C 9.42 4.09 14.42
C 10.64 4.64 15.07
N 11.77 4.29 14.24
C 13.01 5.04 14.54
C 13.21 5.10 16.08
O 12.34 6.06 16.73
C 12.04 5.87 18.05
H 8.62 4.70 17.00
H 8.26 3.09 16.42
H 6.91 4.28 16.58
H 9.29 4.48 13.41
H 9.30 3.01 14.29
H 10.83 4.28 16.08
H 10.53 5.73 15.03
H 11.64 4.44 13.25
H 13.07 5.97 13.97
H 13.91 4.57 14.14
H 14.15 5.52 16.44
H 13.17 4.03 16.31
H 12.85 5.49 18.68
H 11.16 5.23 18.08
H 11.79 6.80 18.56
C 10.23 4.25 20.34
O 10.32 5.52 21.00
C 11.44 5.71 21.90
C 11.03 6.94 22.71
N 12.06 7.39 23.61
C 11.62 8.41 24.59
C 11.06 9.73 23.97
O 11.96 10.36 23.03
C 11.33 11.29 22.10
H 11.17 3.89 19.92
H 9.62 4.38 19.44
H 9.87 3.48 21.02
H 12.30 5.95 21.28
H 11.44 4.79 22.48
H 10.09 6.61 23.15
H 10.77 7.82 22.11
H 12.75 7.91 23.09
H 12.55 8.81 24.99
H 10.97 8.11 25.41
H 10.80 10.41 24.79
H 10.15 9.42 23.46
H 12.09 11.77 21.49
H 10.81 12.12 22.58
H 10.66 10.68 21.49
C 10.94 0.27 19.25
C 11.48 0.85 17.93
C 10.63 0.87 16.70
O 11.83 2.23 18.19
H 9.93 0.67 19.35
H 11.35 0.64 20.19
H 10.97 -0.82 19.26
H 12.39 0.33 17.61
H 9.55 0.74 16.86
H 10.93 0.03 16.07
H 10.85 1.74 16.09
H 11.93 2.67 17.34
C 14.14 0.30 20.55
C 14.50 1.61 21.26
C 15.86 2.09 20.81
O 13.48 2.55 21.10
H 13.57 -0.26 21.30
H 15.00 -0.35 20.39
H 13.66 0.38 19.57
H 14.58 1.55 22.34
H 16.66 1.55 21.32
H 16.07 3.10 21.17
H 16.14 2.04 19.75
H 13.18 2.46 20.19
C 10.85 1.21 12.24
C 12.34 1.23 12.63
C 13.20 2.27 11.91
O 12.36 1.56 14.05
H 10.70 0.63 11.33
H 10.54 2.25 12.16
H 10.28 0.70 13.02
H 12.87 0.28 12.58
H 13.51 2.07 10.88
H 14.10 2.19 12.52
H 12.76 3.26 11.99
H 12.04 2.46 14.03
```

**E_HOMO**: -0.31617 hartree
**SMILES**: COCCNCCOC.COCCNCCOC.COCCNCCOC.CC(C)O.CC(C)O.CC(C)O
**HOMO-LUMO gap**: 9.23 eV
**2S+1**: 1
**E_LUMO**: 0.623 eV
**Net charge**: 0

Tell me which of them is the least stable. Sure, it is (Q).

(P)
DFT (the ωB97M-V functional and the def2-TZVPD basis) results for an isolated molecule of C4H7NOS2.

```
15
Properties=species:S:1:pos:R:3
N 0.85 0.87 1.37
C 0.23 1.01 -0.02
C 0.68 0.42 -1.31
C -0.61 0.05 -0.54
O -1.95 0.69 -0.69
C -0.70 -1.20 0.21
S -1.90 -1.33 1.52
S 0.84 -2.21 -0.18
H 1.39 -0.04 1.07
H 1.55 1.61 1.51
H -0.19 2.10 -0.17
H 1.28 -0.38 -1.48
H 0.22 1.03 -2.10
H -2.16 0.78 0.45
H 0.48 -3.39 0.35
```

**E_HOMO**: -0.33516 hartree
**SMILES**: N[C@H]1C[C@@]1(O)C(=S)S
**HOMO-LUMO gap**: 8.06 eV
**2S+1**: 1
**E_LUMO**: -1.062 eV
**Net charge**: 0

(Q)
DFT (the ωB97M-V functional and the def2-TZVPD basis) results for an isolated molecule of C4H7NOS2.

```
15
Properties=species:S:1:pos:R:3
C -2.23 -0.66 -1.71
C -0.95 -0.98 -0.83
S -0.64 0.63 -0.22
C 0.83 0.29 0.60
O 1.28 -0.85 0.74
C 1.44 1.66 1.16
N 2.43 2.03 1.84
S 3.27 0.91 2.65
H -2.94 -0.61 -0.78
H -2.32 -1.60 -2.35
H -2.31 0.25 -2.38
H -0.19 -1.45 -1.39
H -1.20 -1.91 -0.06
H 0.69 2.47 0.73
H 2.85 -0.17 2.01
```

**E_HOMO**: -0.33299 hartree
**SMILES**: CCSC(=O)/C=N\S
**HOMO-LUMO gap**: 8.77 eV
**2S+1**: 1
**E_LUMO**: -0.294 eV
**Net charge**: 0

Tell me which of them is the least stable. Sure, it is (P).

(P)
DFT (the ωB97M-V functional and the def2-TZVPD basis) results for an isolated molecule of C4H7NOS2.

```
15
Properties=species:S:1:pos:R:3
C -2.04 1.58 0.90
C -1.51 0.71 0.02
S -2.22 -0.89 -0.34
C -0.61 -1.66 -0.64
S 0.61 -1.98 0.76
C 1.73 -0.68 0.55
N 1.81 0.07 -0.51
O 2.79 0.95 -0.24
H -1.76 2.66 0.92
H -2.93 1.31 1.45
H -0.68 0.96 -0.58
H -0.69 -2.72 -1.04
H -0.02 -1.12 -1.39
H 2.49 -0.53 1.29
H 3.01 1.34 -1.16
```

**E_HOMO**: -0.31046 hartree
**SMILES**: C=CSCS/C=N/O
**HOMO-LUMO gap**: 9.23 eV
**2S+1**: 1
**E_LUMO**: 0.778 eV
**Net charge**: 0

(Q)
DFT (the ωB97M-V functional and the def2-TZVPD basis) results for an isolated molecule of C4H7NOS2.

```
15
Properties=species:S:1:pos:R:3
C -1.01 -1.10 -2.84
N 0.01 -0.78 -2.08
O 0.00 -1.00 -0.68
C 1.19 -0.61 -0.08
S 0.92 -0.82 1.74
C -0.44 0.53 1.69
C 0.07 1.86 1.93
S -0.03 3.19 1.00
H -1.73 -1.90 -2.36
H -0.91 -0.72 -3.82
H 1.41 0.49 -0.35
H 1.95 -1.32 -0.44
H -1.13 0.31 0.81
H -0.91 0.09 2.56
H 0.58 1.79 2.95
```

**E_HOMO**: -0.32726 hartree
**SMILES**: C=NOCSCC=S
**HOMO-LUMO gap**: 8.38 eV
**2S+1**: 1
**E_LUMO**: -0.528 eV
**Net charge**: 0

(R)
DFT (the ωB97M-V functional and the def2-TZVPD basis) results for an isolated molecule of C4H7NOS2.

```
15
Properties=species:S:1:pos:R:3
C -1.04 1.54 2.26
O -0.46 0.64 1.30
C -0.54 0.95 0.03
S -1.25 2.29 -0.62
N 0.05 0.01 -0.79
C 0.71 -1.18 -0.55
C 1.18 -1.83 -1.83
S 0.99 -1.88 0.90
H -0.87 1.08 3.23
H -2.11 1.66 2.07
H -0.54 2.50 2.20
H 0.00 0.28 -1.79
H 0.92 -1.27 -2.73
H 2.27 -1.94 -1.80
H 0.71 -2.86 -1.89
```

**E_HOMO**: -0.31500 hartree
**SMILES**: COC(=S)NC(C)=S
**HOMO-LUMO gap**: 8.35 eV
**2S+1**: 1
**E_LUMO**: -0.221 eV
**Net charge**: 0

Tell me which of them is the least stable. Sure, it is (Q).

(P)
DFT (the ωB97M-V functional and the def2-TZVPD basis) results for a cluster of 2 separate species, CH6NOP in total.

```
10
Properties=species:S:1:pos:R:3
C 0.66 -0.95 0.78
N -1.03 0.94 0.10
O 1.17 1.37 -2.19
P -0.06 -0.05 -0.70
H 1.36 -1.61 0.47
H 0.96 -0.31 1.60
H -0.14 -1.42 1.25
H -0.37 1.55 0.54
H -1.65 1.47 -0.45
H -0.90 -0.98 -1.40
```

**E_HOMO (spin up / spin down)**: -0.32064 / -0.31068 hartree
**HOMO-LUMO gap (spin up / spin down)**: 8.26 / 8.57 eV
**2S+1**: 1
**E_LUMO (spin up / spin down)**: -0.467 / 0.118 eV
**Net charge**: 0

(Q)
DFT (the ωB97M-V functional and the def2-TZVPD basis) results for a cluster of 2 separate species, CH6NOP in total.

```
10
Properties=species:S:1:pos:R:3
C -0.73 -1.17 0.45
N 0.04 1.60 0.22
O 1.95 -0.36 0.24
P 0.63 0.05 -0.24
H -1.59 -0.62 0.58
H -0.77 -1.92 -0.31
H -0.43 -1.73 1.36
H 0.82 2.16 0.41
H -0.84 1.94 -0.06
H 0.93 0.05 -2.64
```

**E_HOMO (spin up / spin down)**: -0.34538 / -0.31471 hartree
**HOMO-LUMO gap (spin up / spin down)**: 8.66 / 8.05 eV
**2S+1**: 1
**E_LUMO (spin up / spin down)**: -0.742 / -0.509 eV
**Net charge**: 0

Tell me which of them is the least stable. Sure, it is (P).

(P)
DFT (the ωB97M-V functional and the def2-TZVPD basis) results for an isolated molecule of C2H7NO2S.

```
13
Properties=species:S:1:pos:R:3
C 2.39 0.02 -0.19
N 1.12 -0.28 -0.67
S 0.07 0.80 -0.49
O 0.44 2.00 0.25
O -1.22 0.03 -0.07
C -2.37 0.83 0.23
H 3.21 -0.36 -0.97
H 2.43 1.09 0.01
H 2.67 -0.68 0.63
H -0.45 1.20 -1.59
H -2.37 1.64 -0.48
H -3.26 0.12 0.04
H -2.39 1.19 1.26
```

**E_HOMO**: -0.33564 hartree
**SMILES**: CN=[S@H](=O)OC
**HOMO-LUMO gap**: 9.71 eV
**2S+1**: 1
**E_LUMO**: 0.575 eV
**Net charge**: 0

(Q)
DFT (the ωB97M-V functional and the def2-TZVPD basis) results for a cluster of 2 separate species, C2H7NO2S in total.

```
13
Properties=species:S:1:pos:R:3
N -3.06 0.20 0.78
O -1.70 0.05 0.39
S -1.32 -0.25 -1.17
O -2.00 1.13 -1.89
H -3.43 0.85 -0.02
H -3.48 -0.75 0.68
H -1.59 1.70 -2.51
C 2.25 -1.01 0.15
C 1.53 -0.16 0.90
H 3.33 -1.18 0.26
H 1.71 -1.56 -0.63
H 1.94 0.44 1.64
H 0.54 0.03 0.66
```

**E_HOMO**: -0.33118 hartree
**SMILES**: NOSO.C=C
**HOMO-LUMO gap**: 9.35 eV
**2S+1**: 1
**E_LUMO**: 0.337 eV
**Net charge**: 0

Tell me which of them is the least stable. Sure, it is (Q).